Entry 1:
C25H26Cl3NO4Re | ωB97M-V/def2-TZVPD

Structure (XYZ):
```
60
Properties=species:S:1:pos:R:3:forces:R:3
Re -0.4635 1.3672 -1.6878 -0.33 0.68 -0.02
C 2.5480 2.4544 -2.8551 0.01 -0.04 -0.07
C 2.7219 3.3874 -1.8388 0.04 -0.02 0.02
C 3.1558 2.9720 -0.5896 0.00 0.00 0.00
C 3.4193 1.6275 -0.3533 0.00 0.00 0.00
C 3.2569 0.6975 -1.3682 0.01 0.01 0.02
C 2.8210 1.1114 -2.6211 -0.02 0.01 -0.03
H 2.2108 2.7690 -3.8353 -0.02 0.04 0.02
H 2.4997 4.4305 -2.0182 0.00 0.00 0.00
H 3.2774 3.6942 0.2074 0.00 0.00 0.00
H 3.7422 1.3025 0.6277 0.00 0.00 0.00
H 3.4532 -0.3501 -1.1866 0.00 -0.01 0.00
H 2.6881 0.3831 -3.4119 0.00 0.00 0.00
O 0.2141 -0.2592 -1.7552 0.95 -1.54 -0.32
O 0.7211 -1.4286 -1.8140 -0.09 0.23 0.13
Cl -0.6097 3.6550 -1.6187 0.08 0.29 0.03
C -2.1877 -1.0902 -3.3710 -0.01 -0.04 -0.06
C -1.8907 0.1646 -4.1935 0.06 0.04 -0.04
C -0.8762 -0.1609 -5.3024 -0.01 0.01 0.01
C -3.1958 0.6744 -4.8225 0.01 -0.05 -0.03
C -1.3105 1.2920 -3.3773 -0.10 0.06 -0.04
H -2.6888 -1.8226 -4.0076 -0.02 0.00 0.01
H -2.8524 -0.8591 -2.5361 0.01 0.00 0.02
H -1.2854 -1.5578 -2.9819 -0.06 0.00 -0.03
H -1.2858 -0.9366 -5.9526 0.00 0.00 0.00
H 0.0575 -0.5297 -4.8754 0.01 0.00 0.00
H -0.6601 0.7160 -5.9160 0.01 0.00 0.01
H -3.6203 -0.0969 -5.4678 -0.01 0.00 0.00
H -3.0233 1.5676 -5.4255 0.01 0.00 -0.01
H -3.9319 0.9156 -4.0537 0.01 0.01 0.00
H -1.4511 2.2597 -3.8687 -0.15 0.03 0.12
Cl 0.2522 -0.4470 6.0281 0.00 -0.01 -0.01
C 1.4523 -1.2063 5.0368 0.00 0.02 0.00
C 2.4936 -1.8830 5.6479 0.00 0.00 0.00
C 3.4889 -2.4564 4.8731 -0.01 0.00 0.00
C 3.4341 -2.3649 3.4924 0.00 0.00 -0.01
C 2.3705 -1.7090 2.8975 -0.02 -0.02 0.02
Cl 2.2665 -1.6482 1.1667 0.02 0.01 -0.01
C 1.3558 -1.1059 3.6460 0.04 -0.04 -0.04
N 0.3154 -0.4048 3.0297 -0.02 0.11 0.11
C -1.0044 -0.8883 3.0519 -0.02 -0.05 -0.08
C -1.3081 -2.1678 3.5105 0.00 0.01 0.01
C -2.6148 -2.6250 3.5018 -0.01 0.00 0.00
C -3.6379 -1.8218 3.0213 0.00 -0.01 0.00
C -3.3380 -0.5470 2.5688 0.00 0.01 0.02
C -2.0379 -0.0613 2.5947 0.01 0.01 -0.01
C -1.7410 1.3524 2.1457 -0.01 -0.05 0.01
C -1.1525 1.3599 0.7693 -0.01 0.09 -0.11
O -1.9347 1.3331 -0.2610 -0.27 0.16 0.18
O 0.0817 1.3681 0.5534 -0.06 0.11 0.17
H 2.5238 -1.9377 6.7269 0.00 0.00 0.00
H 4.3099 -2.9758 5.3479 0.00 0.00 0.00
H 4.1959 -2.8122 2.8698 0.00 0.00 0.00
H 0.5821 0.0608 2.1714 0.00 0.00 -0.01
H -0.5123 -2.8099 3.8656 0.00 0.00 0.00
H -2.8300 -3.6225 3.8625 0.00 0.00 0.00
H -4.6579 -2.1807 3.0034 0.00 0.00 0.00
H -4.1281 0.0970 2.2010 0.00 0.00 0.00
H -1.0186 1.8190 2.8166 0.00 0.00 0.01
H -2.6602 1.9355 2.1309 0.00 0.00 -0.02
```
Forces are in eV/Å.

As for the energy above the lowest of the compared OMol25 structures with the same formula, charge and spin: 118.6 kcal/mol. Its expectation value of S² is 1.23. The total energy is -75721.4427 eV. As for the multiplicity: 2.

=====

Entry 2:
C25H26F4N | ωB97M-V/def2-TZVPD

Structure (XYZ):
```
56
Properties=species:S:1:pos:R:3:forces:R:3
F -5.5068 5.5066 1.9737 0.15 -1.80 0.01
C -5.4315 4.1305 1.9315 0.14 1.02 -0.05
C -6.6300 3.4111 1.9247 0.65 -0.44 0.03
C -6.5034 2.0181 1.9113 -1.04 -0.55 -0.04
F -7.6595 1.2672 1.9448 1.56 0.95 -0.01
C -5.2831 1.3611 1.8415 0.57 0.15 -0.17
C -4.0707 2.1125 1.7646 -1.31 0.59 0.14
C -2.8076 1.4439 1.6333 0.13 0.41 0.88
C -1.5896 2.1161 1.6592 -0.03 0.06 -0.24
C -0.3833 1.4684 1.8825 -0.28 0.03 -0.09
C 0.8802 2.1298 1.9586 1.18 0.65 0.20
C 2.0793 1.3644 2.0120 -0.51 -0.05 0.00
C 3.3051 2.0073 1.9627 1.07 -0.48 -0.08
F 4.4535 1.2417 1.9444 -1.54 1.01 0.10
C 3.4398 3.3995 1.9146 -0.69 -0.47 -0.06
C 2.2498 4.1346 1.9176 -0.12 1.05 0.09
F 2.3383 5.5104 1.8927 -0.13 -1.80 0.03
C 0.9904 3.5499 1.9526 0.11 -0.20 -0.20
C -4.1778 3.5327 1.8790 -0.04 -0.21 -0.17
H -7.5991 3.9062 1.9414 0.24 -0.14 0.04
H -5.2279 0.2757 1.8529 -0.24 0.16 -0.13
H -2.8124 0.3531 1.6339 0.00 0.16 -0.04
H -1.5907 3.2028 1.5250 0.02 -0.55 0.12
H -0.3859 0.3867 2.0349 -0.01 0.16 -0.19
H 2.0131 0.2764 2.0791 0.22 0.33 -0.11
H 4.4097 3.8833 1.8640 -0.13 -0.08 0.05
H 0.0957 4.1723 1.9696 0.48 -0.02 -0.03
H -3.2851 4.1541 1.9339 -0.43 -0.01 -0.13
C -0.0948 -2.0268 -4.6078 -0.08 -0.01 0.38
C 1.2589 -2.7189 -4.7164 0.20 0.20 -0.10
C 1.8448 -3.1726 -3.3718 -0.23 -0.24 -0.19
C 1.3809 -2.3910 -2.1524 -1.10 1.36 -0.99
N 1.9598 -2.7790 -0.9977 0.32 -0.14 1.08
C 2.9782 -3.8138 -0.8954 0.10 -0.26 -0.14
C 3.3787 -3.8386 0.5846 0.22 -0.08 -0.10
C 2.4738 -2.8363 1.3149 -0.31 0.09 0.11
C 1.6176 -2.1383 0.2508 0.23 -0.24 -0.06
C 0.4642 -1.3596 -2.2199 1.20 -1.40 0.27
C -0.0838 -0.9257 -3.5298 0.07 0.27 -0.91
H -0.3619 -1.6015 -5.5809 -0.03 -0.04 0.15
H -0.8532 -2.7750 -4.3587 -0.06 0.05 0.05
H 1.1806 -3.5967 -5.3676 0.02 0.19 0.02
H 1.9747 -2.0430 -5.1995 -0.13 0.01 0.05
H 1.5864 -4.2371 -3.2290 0.11 0.34 0.15
H 2.9458 -3.1400 -3.4616 -0.43 0.01 0.25
H 2.5939 -4.7986 -1.2169 0.06 0.36 0.09
H 3.8532 -3.5944 -1.5330 -0.34 -0.01 0.21
H 3.2563 -4.8460 0.9879 0.12 0.16 0.03
H 4.4317 -3.5607 0.6735 -0.14 -0.09 0.13
H 1.8150 -3.3522 2.0164 0.18 0.07 0.08
H 3.0533 -2.0920 1.8636 0.03 -0.17 0.12
H 1.8297 -1.0561 0.2138 -0.03 -0.10 -0.17
H 0.5418 -2.2490 0.4653 0.08 0.05 -0.14
H 0.2015 -0.7591 -1.3442 0.15 -0.37 -0.19
H 0.5477 -0.1112 -3.9162 -0.19 0.10 -0.05
H -1.0851 -0.5031 -3.4082 -0.01 -0.07 -0.07
```
Forces are in eV/Å.

As for the energy above the lowest of the compared OMol25 structures with the same formula, charge and spin: 6.0 kcal/mol. As for the charge: +1. The total energy is -38698.0839 eV. As for the multiplicity: 1.

=====

Entry 3:
C25H26F6N2O3 | ωB97M-V/def2-TZVPD

Structure (XYZ):
```
62
Properties=species:S:1:pos:R:3:forces:R:3
C -0.1091 1.6282 -3.5997 -0.27 0.82 0.77
C -0.0737 0.3896 -2.6581 1.48 -1.08 -1.09
C -1.2359 -0.5002 -3.1166 -2.12 -0.11 0.65
O -2.3474 -0.0524 -3.4503 2.65 -0.65 0.62
C -1.0093 -2.0240 -3.0835 -0.59 0.28 -0.19
C 0.2903 -2.4194 -3.7394 0.66 0.32 0.50
O 1.3817 -1.6444 -3.1644 -0.08 0.01 -0.27
C 1.3031 -0.2890 -2.9828 -1.06 -0.30 -0.05
O 2.3095 0.3528 -3.0680 0.07 -0.07 0.08
H 0.7790 2.2359 -3.3883 -0.20 -0.07 -0.10
H -0.0718 1.3756 -4.6955 -0.27 0.02 1.16
H -1.0136 2.2462 -3.3576 0.68 -0.59 -0.50
H -1.0437 -2.3587 -2.0265 0.15 0.25 -0.43
H -1.8263 -2.5225 -3.6236 0.01 0.30 0.28
H 0.5479 -3.4595 -3.5033 -0.07 0.30 -0.10
H 0.2845 -2.3235 -4.8489 -0.01 0.24 0.72
C -4.9868 -0.6474 3.1237 0.33 -0.19 0.49
N -4.8984 -0.4247 1.7012 -1.85 0.51 0.01
C -6.1592 -0.5426 0.9497 0.95 0.54 0.47
C -6.1771 -1.9125 0.3159 0.61 -0.82 -0.40
F -7.3280 -2.1642 -0.3729 1.16 0.03 0.63
F -5.1029 -2.0236 -0.5541 -1.57 -0.23 0.89
F -6.0129 -2.8863 1.2848 -0.40 0.88 -1.33
C -3.7108 -0.0756 1.1007 1.19 -0.50 -0.62
C -3.6755 0.7160 -0.0720 -0.15 -0.17 0.62
C -2.4660 1.0861 -0.6269 0.51 -0.73 0.95
C -1.2494 0.5032 -0.1620 -1.74 0.28 -0.20
C -0.0123 0.9417 -0.8071 -0.83 1.42 -2.86
C 1.2502 0.9344 -0.0370 1.67 0.99 0.01
C 2.3464 1.6381 -0.6232 -0.01 -0.29 0.42
C 3.6244 1.5318 -0.0905 0.53 -0.36 0.75
C 3.8783 0.7850 1.0908 -2.09 -0.06 -1.02
N 5.1633 0.4766 1.5268 1.77 0.45 0.39
C 5.9421 -0.5064 0.7908 -0.14 -0.32 -0.02
C 5.9402 1.4417 2.3027 -0.75 -0.43 -0.79
C 5.6327 1.2399 3.7494 -0.87 -0.63 1.37
F 6.4081 1.9615 4.5955 -0.36 -0.35 -0.55
F 4.3255 1.5808 4.0041 1.07 -0.16 0.04
F 5.7560 -0.0811 4.1047 0.08 1.15 -0.12
C 2.7555 0.2885 1.7883 0.93 0.53 -0.23
C 1.4743 0.4761 1.2891 -0.69 -0.30 -0.15
C -1.3339 -0.4360 0.8802 0.91 0.29 0.12
C -2.4902 -0.6356 1.5972 -1.63 0.36 -0.51
H -4.3947 0.1053 3.6770 -0.14 -0.34 -0.26
H -6.0350 -0.5286 3.4385 0.43 -0.18 -0.04
H -4.6302 -1.6576 3.4047 -0.26 0.37 0.08
H -7.0032 -0.4443 1.6547 0.32 -0.07 -0.51
H -6.2298 0.2330 0.1654 -0.19 -0.52 0.34
H -4.6105 1.0563 -0.5240 0.45 0.09 0.21
H -2.4723 1.8467 -1.3945 0.19 -0.16 -0.22
H -0.1298 1.9426 -1.3239 -0.07 -0.72 1.52
H 2.2074 2.3262 -1.4673 -0.09 -0.77 0.17
H 4.4870 1.9865 -0.5908 -0.42 -0.02 0.11
H 5.5816 -0.6320 -0.2394 0.04 0.10 0.25
H 6.9946 -0.2129 0.7648 -0.09 0.01 -0.15
H 5.8984 -1.4752 1.2966 0.01 -0.13 -0.14
H 7.0025 1.2707 2.1425 0.02 0.12 0.05
H 5.6730 2.4643 2.0309 0.14 0.15 0.11
H 2.9251 -0.2465 2.7321 -0.19 0.47 -0.35
H 0.6475 0.3122 2.0018 0.55 -0.26 -0.83
H -0.4336 -0.9654 1.2086 -0.55 0.15 -0.31
H -2.5369 -1.2811 2.4788 0.18 0.15 -0.44
```
Forces are in eV/Å.

As for the energy above the lowest of the compared OMol25 structures with the same formula, charge and spin: 0.0 kcal/mol. The total energy is -51772.6234 eV. As for the multiplicity: 1.